Record 1
Entry from the OMol25 dataset: a 5-piece molecular cluster, C19H26BCl17N3O8S overall at a distorted geometry (wB97M-V/def2-TZVPD).

## Properties
net charge	-1
frontier orbital gap	6.4	eV

Each line ends with the Löwdin charge.
CARTESIAN COORDINATES (ANGSTROEM)
C: -3.20275 4.97467 -1.97249  -0.02
C: -3.43707 3.34596 -2.26992  -0.29
O: -4.68578 2.87657 -2.20836  -0.04
O: -2.22946 2.58463 -2.62517  -0.11
C: -2.23287 1.22815 -2.05541  -0.17
C: -0.63033 0.81346 -1.85722  -0.01
C: -0.02692 1.25984 -0.38382  -0.35
N: -0.99643 1.89513 0.59854  0.10
C: -1.04281 3.27160 0.44015  -0.01
O: -0.85371 4.61416 0.50452  -0.01
O: 1.27287 1.96604 -0.63649  -0.07
B: 2.37662 1.00109 -0.89091  -0.93
C: 3.85307 1.25263 -0.21277  -0.17
N: 4.39848 -0.04667 0.41417  -0.06
C: 2.70872 1.09489 -2.49928  -0.05
C: 2.49548 2.67819 -2.99342  -0.53
O: 3.02780 3.73658 -2.37362  -0.10
Cl: 1.42459 3.08215 -4.49820  0.46
O: 1.77224 -0.26391 -0.34955  -0.05
C: 0.62302 0.04533 0.56499  -0.52
S: 1.19743 1.08634 2.06111  0.85
O: -0.37004 -1.01008 0.82148  -0.14
C: -0.09739 -1.74563 2.06682  -0.19
C: -1.02908 -1.28605 3.34986  -0.21
N: -2.38215 -1.95983 3.41538  -0.12
C: -3.36033 -1.35291 2.40973  -0.17
C: -4.17063 -2.53851 1.57126  -0.36
C: -3.16914 -3.49000 0.66210  -0.09
O: -5.18427 -1.90559 0.66693  -0.15
H: -2.06874 5.23643 -1.77790  0.07
H: -3.53650 5.63241 -2.90980  0.10
H: -3.89996 5.23707 -1.06955  0.10
H: -2.64671 0.49377 -2.88894  0.14
H: -2.87004 1.09760 -1.08284  0.13
H: -0.41872 -0.31887 -2.06412  0.14
H: -0.04860 1.48840 -2.65175  0.10
H: 4.67735 1.56750 -1.00963  0.11
H: 3.88316 2.05570 0.63760  0.11
H: 4.32375 -0.84101 -0.27431  -0.03
H: 3.87683 -0.26117 1.29611  0.00
H: 3.75094 0.66957 -2.81947  0.12
H: 1.86683 0.47955 -3.07762  0.10
H: 2.02321 0.28558 2.90213  -0.16
H: -0.39308 -2.88148 1.85063  0.12
H: 1.05892 -1.78717 2.34996  0.12
H: -1.22170 -0.13170 3.21922  0.10
H: -0.47462 -1.41163 4.39234  0.13
H: -2.81697 -1.71755 4.35556  0.11
H: -4.16559 -0.72858 3.00362  0.13
H: -2.81893 -0.60809 1.67710  0.12
H: -4.73411 -3.17820 2.38389  0.14
H: -2.30430 -3.85460 1.39566  0.08
H: -3.82025 -4.39374 0.24951  0.01
H: -2.73725 -2.80841 -0.21263  0.10
H: -4.70870 -1.63244 -0.19074  0.11
C: -5.72683 -7.25035 0.08327  -2.00
Cl: -5.10494 -7.49996 -1.56767  0.51
Cl: -5.93750 -5.50641 0.38121  0.56
Cl: -7.29569 -8.07657 0.25817  0.50
Cl: -4.56914 -7.91851 1.26131  0.51
C: 5.97363 -0.73415 4.12057  -2.00
Cl: 6.90899 0.25020 2.96697  0.52
Cl: 6.56038 -0.42807 5.77480  0.50
Cl: 4.24946 -0.29829 4.01175  0.53
Cl: 6.17569 -2.46043 3.72865  0.49
C: 4.59489 -4.25768 -0.09889  -1.99
Cl: 4.15664 -2.95382 -1.23138  0.58
Cl: 4.51428 -5.82653 -0.93952  0.50
Cl: 6.25066 -3.99041 0.50242  0.50
Cl: 3.45798 -4.25984 1.27293  0.51
C: 1.99323 7.26275 -3.98581  -2.00
Cl: 0.80615 6.43644 -2.94528  0.52
Cl: 1.15267 8.43746 -5.02887  0.49
Cl: 3.18226 8.11544 -2.96911  0.50
Cl: 2.83182 6.06158 -4.99992  0.50

=====

Record 2
Entry from the OMol25 dataset: C19H26BN7O2RuS2 as an isolated structure (wB97M-V/def2-TZVPD).

## Properties
net charge	+2
frontier orbital gap	7.8	eV

Each line ends with the Löwdin charge.
CARTESIAN COORDINATES (ANGSTROEM)
Ru: -1.18873 1.36761 1.39329  0.76
C: -0.45058 5.57984 0.66282  0.01
C: -0.77629 4.22714 1.19245  -0.23
N: -0.74894 3.14446 0.49363  -0.14
N: -0.59279 3.26678 -0.87927  0.07
C: -1.40604 2.53070 -1.53712  -0.62
N: -1.46039 2.50679 -2.87214  0.15
S: -2.60024 1.40773 -0.69107  1.07
C: -1.30160 3.99646 2.54781  -0.20
C: -1.43448 4.98966 3.50251  0.03
C: -2.07218 4.70308 4.69919  0.00
C: -2.56427 3.42535 4.90210  -0.01
C: -2.38264 2.47459 3.91407  -0.10
N: -1.76914 2.74113 2.75956  -0.08
H: -0.64706 5.62839 -0.40386  0.08
H: 0.61359 5.77841 0.81278  0.12
H: -1.01785 6.35792 1.16624  0.09
H: -0.86473 3.12864 -3.39723  0.14
H: -2.15303 1.96749 -3.36156  0.12
H: -1.04314 5.97790 3.31170  0.13
H: -2.18663 5.46751 5.45516  0.13
H: -3.07984 3.15566 5.81249  0.13
H: -2.73675 1.46345 4.05439  0.11
N: -1.72844 -0.43380 2.44587  -0.05
N: -0.89383 -0.73070 3.55550  -0.03
C: 0.30125 -0.11485 3.66487  -0.78
N: 1.13442 -0.55016 4.60191  0.14
S: 0.72225 1.17602 2.64787  0.77
H: -2.68668 -0.41659 2.78571  0.12
H: -1.65042 -1.20428 1.78122  0.12
H: -1.08339 -1.58796 4.05617  0.17
H: 0.93722 -1.33969 5.19616  0.13
H: 2.00982 -0.07050 4.73973  0.12
C: 1.34316 -4.28182 -4.85219  -0.06
C: 2.08781 -4.10682 -3.52894  -0.56
C: 3.52232 -3.65230 -3.83370  -0.04
C: 2.11771 -5.45886 -2.80116  -0.04
C: 1.41267 -3.07541 -2.62463  -0.13
C: 1.99359 -2.77000 -1.38349  0.00
C: 1.45126 -1.85252 -0.49215  0.03
C: 0.28997 -1.24552 -0.90297  -0.16
O: -0.51439 -0.29115 -0.23485  0.03
B: -1.50712 -0.01099 -1.14138  -0.91
O: -1.45942 -0.74412 -2.27444  0.21
C: -0.29744 -1.52037 -2.11769  -0.14
C: 0.23128 -2.43165 -3.00073  0.09
H: 1.86597 -5.01809 -5.46203  0.10
H: 1.30509 -3.35258 -5.42441  0.09
H: 0.32518 -4.64786 -4.70398  0.09
H: 4.00347 -4.37761 -4.49049  0.09
H: 4.12998 -3.57318 -2.93174  0.08
H: 3.52941 -2.68356 -4.33626  0.10
H: 2.60331 -6.20505 -3.43089  0.09
H: 1.10727 -5.80768 -2.58042  0.09
H: 2.67314 -5.40414 -1.86400  0.08
H: 2.91410 -3.26347 -1.10384  0.12
H: 1.92875 -1.61559 0.44846  0.12
H: -0.25556 -2.62383 -3.94503  0.13

=====

Record 3
Entry from the OMol25 dataset: C19H26HfN3O3SSi as an isolated structure at a distorted geometry (wB97M-V/def2-TZVPD).

## Properties
net charge	+1
frontier orbital gap	8.2	eV

Each line ends with the Löwdin charge.
CARTESIAN COORDINATES (ANGSTROEM)
Hf: 0.19352 0.21320 0.09209  1.45
C: -0.59240 0.86880 -3.85366  0.00
C: -0.82367 1.42519 -2.48616  -0.28
C: -0.02329 2.44140 -1.96323  -0.09
C: -0.27305 2.98120 -0.70009  -0.12
C: -1.33608 2.50725 0.06532  -0.13
C: -2.15189 1.48652 -0.44459  -0.10
C: -1.89118 0.95595 -1.70516  -0.05
H: 0.18374 1.41984 -4.37995  0.09
H: -1.51280 0.90411 -4.43692  0.10
H: -0.29564 -0.18016 -3.77982  0.09
H: 0.76871 2.85857 -2.57156  0.13
H: 0.31246 3.82361 -0.35660  0.13
H: -1.61034 3.00849 0.98394  0.12
H: -3.04427 1.18657 0.09062  0.13
H: -2.56783 0.22468 -2.13157  0.15
N: 0.09769 1.05708 2.28334  -0.04
C: -1.20925 0.56188 2.81926  -0.12
C: -1.89818 -0.45790 1.88521  -0.57
O: -3.09981 -0.61401 1.94808  0.08
N: -1.01672 -1.09401 1.07072  -0.12
C: -1.52965 -2.10696 0.13606  -0.08
C: -0.94305 -1.91032 -1.26978  -0.57
O: -1.39598 -2.45829 -2.23302  0.14
O: 0.09381 -1.06409 -1.31724  -0.20
H: 0.84275 0.55999 2.76217  0.09
H: 0.21124 2.02728 2.54933  0.11
H: -1.90531 1.38489 2.96650  0.12
H: -1.09347 0.06674 3.78382  0.13
H: -2.61794 -2.09232 0.08555  0.13
H: -1.23341 -3.10613 0.46680  0.14
C: 7.26201 -0.87622 0.03689  -0.18
Si: 5.67802 -0.10901 -0.62746  0.54
C: 5.20909 -0.75172 -2.33352  -0.16
C: 5.88257 1.75929 -0.53623  -0.19
C: 4.24664 -0.74566 0.48133  -0.22
C: 4.41892 -1.85163 1.30399  -0.04
C: 3.35043 -2.45426 1.96757  -0.03
C: 2.09098 -1.95460 1.76264  -0.10
N: 1.88616 -0.87997 0.98571  -0.13
C: 2.92845 -0.27125 0.37144  -0.69
S: 2.41719 1.13368 -0.52938  0.69
H: 8.10372 -0.52993 -0.56673  0.04
H: 7.26695 -1.96700 0.00067  0.03
H: 7.45053 -0.56247 1.06552  0.04
H: 5.92720 -0.42833 -3.09017  0.04
H: 4.22505 -0.38277 -2.63050  0.02
H: 5.17842 -1.84251 -2.35147  0.04
H: 6.86195 2.03845 -0.93147  0.04
H: 5.83181 2.10787 0.49727  0.04
H: 5.12739 2.29186 -1.10886  0.00
H: 5.41724 -2.25275 1.43621  0.11
H: 3.49601 -3.31179 2.60836  0.12
H: 1.20869 -2.40192 2.20357  0.12

=====

Record 4
Entry from the OMol25 dataset: C19H26I2N2O3RuSi as an isolated structure at a distorted geometry (wB97M-V/def2-TZVPD).

## Properties
multiplicity	5
frontier orbital gap (alpha / beta)	6.0 / 7.4	eV

Each line ends with the Löwdin charge.
CARTESIAN COORDINATES (ANGSTROEM)
Ru: 0.06094 -0.20818 0.53978  1.23
I: 6.69569 2.65707 0.80053  0.84
C: 4.64489 2.29452 0.82534  -0.76
C: 4.07062 1.65595 1.91607  -0.23
C: 2.69950 1.46518 1.92989  -0.63
I: 1.76107 0.06620 3.13239  1.05
C: 1.86040 1.95628 0.91730  -0.51
O: 0.56487 1.83919 0.94035  -0.28
C: 2.50306 2.39590 -0.25960  -0.17
C: 1.63677 2.27122 -1.47448  -0.15
N: 1.30042 0.82741 -1.60435  -0.06
C: 0.44880 0.54597 -2.76427  -0.17
C: 0.49796 -0.92599 -3.04650  -0.19
C: 1.16249 -1.39284 -4.15234  -0.04
C: 1.51482 -2.73124 -4.31492  -0.08
C: 1.23531 -3.58717 -3.23969  -0.08
C: 0.56540 -3.14529 -2.14236  -0.03
N: 0.10372 -1.83285 -2.04786  0.02
C: 3.87053 2.59354 -0.29332  -0.12
H: 4.68892 1.28017 2.71987  0.08
H: 2.15461 2.62436 -2.37389  0.12
H: 0.69838 2.81529 -1.36832  0.13
H: 2.17468 0.32421 -1.73543  0.13
H: 0.80953 1.05580 -3.66491  0.12
H: -0.54704 0.93984 -2.56173  0.10
H: 1.44802 -0.65699 -4.89362  0.11
H: 2.03292 -3.07537 -5.19645  0.10
H: 1.54256 -4.62386 -3.25230  0.11
H: 0.32838 -3.77823 -1.30797  0.12
H: 4.34432 2.93909 -1.20479  0.10
C: -2.12100 -2.95079 0.37888  -0.06
O: -0.85030 -2.48339 -0.07708  -0.20
C: -0.74910 -1.42630 -0.99019  -0.49
C: -2.02377 -0.72214 -1.43383  -0.03
H: -2.73730 -3.28224 -0.45860  0.10
H: -2.62241 -2.17849 0.96009  0.07
H: -1.89371 -3.80082 1.01717  0.10
H: -2.86987 -1.07660 -0.85388  0.07
H: -2.21176 -0.89814 -2.49543  0.10
H: -1.98644 0.35354 -1.25931  0.07
C: -2.10379 -0.33337 4.38009  -0.18
Si: -2.36255 0.62905 2.79161  0.24
C: -1.75453 2.38665 2.98547  -0.17
C: -4.19914 0.66331 2.42227  -0.18
O: -1.61318 -0.15193 1.56041  -0.51
H: -2.69395 0.08892 5.19812  0.03
H: -1.05746 -0.31097 4.69278  -0.01
H: -2.39867 -1.37925 4.26509  0.03
H: -2.45852 2.99170 3.56327  0.03
H: -1.61274 2.84917 2.00803  0.02
H: -0.78670 2.42139 3.48984  0.02
H: -4.75151 1.16173 3.22292  0.03
H: -4.61008 -0.34418 2.31514  0.02
H: -4.40404 1.20396 1.49472  0.03

=====

Record 5
Entry from the OMol25 dataset: C19H26N2O3S as an isolated structure at a distorted geometry (wB97M-V/def2-TZVPD).

## Properties
frontier orbital gap	8.1	eV

Each line ends with the Löwdin charge.
CARTESIAN COORDINATES (ANGSTROEM)
C: -6.15368 -1.31763 2.12478  -0.04
H: -7.03052 -1.60217 1.65202  0.05
C: -4.96607 -2.11898 1.41243  -0.15
C: -4.97053 -2.04284 -0.10238  -0.30
O: -4.64124 -0.86958 -0.58242  -0.01
C: -3.44630 -0.35367 -0.19858  -0.05
C: -2.39754 -1.18680 0.26026  0.04
C: -1.06252 -0.49262 0.11509  0.04
C: -0.89308 0.86662 -0.06084  -0.23
C: -1.87816 1.59910 -0.35198  -0.04
C: -3.24390 1.31589 -0.45924  0.00
O: -4.39972 1.91984 -0.92234  -0.01
C: -4.12432 3.01085 -1.21951  -0.35
H: -3.43998 3.44446 -1.90682  0.09
H: -5.15068 3.52854 -1.50649  0.13
H: -3.86142 3.71836 -0.10826  0.17
H: -1.68284 2.52736 -0.46816  0.06
C: 0.46272 1.42371 0.21574  -0.19
O: 0.94926 2.51221 -0.63892  -0.14
N: 1.27156 1.01002 1.21847  0.08
H: 0.91686 0.18646 1.56250  0.10
C: 2.58482 1.37242 1.34793  -0.12
H: 2.92760 1.79082 2.24194  0.10
H: 2.83608 2.09578 0.61673  0.10
C: 3.56299 0.18519 0.69047  -0.35
C: 3.22218 -0.63558 -0.34837  -0.55
C: 2.72694 -0.30740 -1.51781  -0.36
C: 2.42779 -0.93807 -2.51629  -0.11
C: 2.49057 -2.40132 -1.92140  -0.35
S: 3.17511 -2.43069 -0.34034  1.03
H: 2.41598 -3.17975 -2.59799  0.01
H: 2.00402 -0.88652 -3.59712  0.15
H: 2.64087 0.97196 -1.67474  0.20
N: 4.98269 0.10837 0.91015  -0.21
C: 5.51958 0.45808 2.24243  -0.14
H: 5.34088 1.73203 2.64528  0.14
H: 6.66523 0.45589 2.00682  0.09
H: 5.19502 -0.19441 3.22126  0.11
C: 5.46864 1.21146 -0.04821  -0.02
H: 4.92749 1.05645 -0.93283  0.08
H: 5.34945 2.13984 0.34085  0.05
H: 6.42876 1.12470 0.09496  0.02
H: 3.27810 -0.73414 1.78344  0.18
H: -0.26495 -1.31129 0.49817  0.16
H: -2.53788 -2.05867 0.17302  -0.02
H: -5.85510 -2.21444 -0.54153  0.10
H: -4.25279 -2.84732 -0.47792  0.15
H: -5.21686 -3.40668 1.67445  0.20
H: -4.13623 -1.88131 1.79517  -0.01
H: -6.14448 -0.21328 1.82977  0.11
H: -6.19215 -1.36173 3.07521  -0.01

=====

Calculated values (eV) of energy for the records, taken in order: -265359.26625 -59569.75001 -50757.55123 -55906.37585 -40062.97653.